Below is a molecular structure, C26H28N6O2PtS2, with properties calculated with ωB97M-V/def2-TZVPD.

```
65
Properties=species:S:1:pos:R:3:forces:R:3
Pt 0.349 -0.584 -0.262 0.13 0.06 -0.23
O 0.919 2.882 3.782 0.02 0.01 -0.01
C -0.360 2.494 3.927 -0.02 -0.02 -0.02
C -1.160 3.026 4.937 0.00 0.00 -0.01
C -2.478 2.642 5.065 -0.01 0.00 0.01
C -3.041 1.718 4.184 0.00 0.00 0.01
C -2.264 1.190 3.184 0.01 0.00 -0.01
C -0.912 1.555 3.033 -0.03 0.06 0.04
C -0.156 0.928 1.966 -0.02 -0.04 -0.05
O -0.871 0.285 1.054 -0.02 -0.10 0.09
N 1.171 0.985 1.936 0.02 0.01 -0.03
N 1.648 0.309 0.881 -0.06 0.09 0.00
C 2.886 0.077 0.608 -0.05 0.05 0.04
C 3.133 -0.741 -0.581 0.02 0.00 -0.02
C 4.398 -1.039 -1.052 -0.02 -0.01 0.02
C 4.526 -1.794 -2.212 0.00 0.00 0.00
C 3.392 -2.229 -2.876 -0.01 -0.02 0.00
C 2.147 -1.911 -2.358 0.00 -0.05 0.04
N 2.028 -1.191 -1.245 0.06 0.08 0.08
H 1.140 3.528 4.465 0.00 0.00 0.00
H -0.733 3.748 5.622 0.00 0.00 0.00
H -3.077 3.065 5.860 0.00 0.00 0.00
H -4.073 1.416 4.293 0.00 0.00 0.00
H -2.680 0.463 2.501 0.00 0.00 0.00
H 3.669 0.465 1.247 0.03 0.00 -0.03
H 5.266 -0.682 -0.515 0.00 0.00 -0.01
H 5.509 -2.039 -2.591 0.00 0.01 0.00
H 3.456 -2.816 -3.780 0.00 0.00 0.00
H 1.227 -2.238 -2.823 0.00 0.02 -0.01
S 0.328 -2.599 0.945 -0.04 -0.08 -0.19
C -0.744 -2.971 -0.380 0.00 0.03 0.10
N -0.899 -1.938 -1.181 -0.08 -0.10 0.17
C -1.724 -2.208 -2.267 -0.02 0.07 -0.06
C -2.071 -1.347 -3.304 -0.01 -0.01 0.01
C -2.909 -1.829 -4.290 0.00 0.00 0.00
C -3.397 -3.139 -4.250 0.00 0.00 0.00
C -3.053 -3.999 -3.225 0.00 0.01 0.00
C -2.204 -3.520 -2.233 0.00 0.01 -0.01
S -1.591 -4.377 -0.836 -0.01 -0.03 0.01
H -1.693 -0.332 -3.327 0.01 0.00 0.00
H -3.198 -1.183 -5.108 0.00 0.00 0.00
H -4.054 -3.487 -5.034 0.00 0.00 0.00
H -3.432 -5.012 -3.199 0.01 0.00 0.01
C -1.910 3.768 -1.120 0.00 0.01 0.00
C -1.800 3.066 -2.469 0.01 0.01 -0.03
N -0.417 2.818 -2.906 0.01 0.03 0.06
C 0.102 3.706 -3.963 -0.01 -0.01 -0.01
C 0.465 5.090 -3.452 0.00 0.01 0.01
C 0.328 1.886 -2.320 0.00 0.04 0.00
C 1.768 1.753 -2.712 -0.01 0.01 -0.02
N -0.175 1.091 -1.399 0.11 -0.04 0.02
H -2.961 3.880 -0.856 0.00 0.00 0.00
H -1.466 4.761 -1.164 0.01 0.00 0.00
H -1.420 3.222 -0.313 0.00 -0.02 0.00
H -2.259 3.681 -3.241 -0.01 -0.01 0.00
H -2.351 2.119 -2.476 0.00 0.00 0.01
H -0.677 3.769 -4.723 0.00 0.00 0.00
H 0.953 3.229 -4.441 0.00 0.01 0.00
H -0.410 5.616 -3.071 0.00 0.00 0.00
H 0.878 5.685 -4.265 0.00 0.00 0.00
H 1.207 5.038 -2.655 0.00 0.00 0.00
H 1.865 1.287 -3.694 -0.01 -0.01 0.01
H 2.296 1.155 -1.981 0.01 -0.01 0.00
H 2.244 2.731 -2.756 0.00 0.00 0.00
H -1.133 1.299 -1.148 0.00 0.00 0.02
```
Forces are in eV/Å.

Calculated values
LUMO level (hartree): -0.255
HOMO-LUMO gap (eV): 6.392
Energy (eV): -65356.3244
Relative energy (zero: lowest compared OMol25 entry of this formula, charge and spin) (kJ/mol): 0.0
Net charge: +2

***

Below is a molecular structure, C26H29Br2CsIN5O2S2 in a non-equilibrium geometry, with properties calculated with ωB97M-V/def2-TZVPD.

```
68
Properties=species:S:1:pos:R:3:forces:R:3
Cs -1.509 2.004 0.807 0.23 1.31 -0.76
O -2.433 -0.847 1.512 0.24 0.19 0.07
S -1.301 -0.563 2.390 -0.62 -0.60 0.86
O -1.397 0.727 3.089 0.04 -0.80 0.87
N -0.011 -0.696 1.562 -0.06 -0.10 -0.49
C 1.241 -0.441 2.056 -0.05 0.03 -0.23
C 1.589 -0.420 3.380 0.34 0.08 0.71
C 2.915 -0.194 3.799 0.13 0.04 -0.19
C 3.920 0.016 2.898 -0.26 -0.05 0.00
C 3.604 0.012 1.515 0.50 0.09 0.22
C 4.600 0.218 0.528 -0.17 -0.03 0.01
C 4.255 0.201 -0.790 -0.17 -0.03 0.20
C 2.894 -0.009 -1.106 0.29 0.04 -0.29
N 1.949 -0.191 -0.230 -0.16 -0.04 0.03
C 2.282 -0.201 1.089 -0.17 -0.04 -0.14
C -1.391 -1.815 3.652 0.11 -0.06 -0.38
C -1.531 -1.495 4.982 -0.05 0.07 0.37
C -1.595 -2.512 5.926 -0.01 0.10 0.00
C -1.517 -3.834 5.532 0.00 -0.06 0.03
C -1.375 -4.146 4.188 0.01 -0.10 -0.10
C -1.311 -3.137 3.245 0.00 -0.10 0.08
H 0.851 -0.579 4.152 -0.08 0.00 -0.10
H 3.124 -0.192 4.860 0.04 0.00 0.06
H 4.940 0.184 3.211 0.08 0.01 0.03
H 5.621 0.380 0.847 0.07 0.01 -0.01
H 4.979 0.339 -1.577 0.07 0.02 -0.07
H 2.602 -0.032 -2.153 -0.07 -0.01 -0.02
H -1.591 -0.461 5.282 -0.01 0.16 -0.01
H -1.708 -2.266 6.971 -0.01 0.04 0.12
H -1.568 -4.623 6.268 0.00 -0.05 0.05
H -1.317 -5.180 3.874 0.00 -0.03 -0.01
H -1.203 -3.371 2.200 0.02 -0.02 -0.25
Br -1.382 0.545 -2.308 -0.44 -0.20 -0.05
C -3.082 -0.012 -1.512 0.03 0.15 -0.23
Br -4.246 1.518 -1.145 -0.05 -0.36 -0.30
H -2.873 -0.521 -0.572 0.02 0.06 -0.11
H -3.584 -0.644 -2.239 0.11 0.11 0.18
C 1.092 2.463 -3.763 0.06 -0.31 -0.33
N 0.772 3.563 -2.887 -0.31 0.39 0.37
C 1.672 3.690 -1.762 0.01 -0.04 0.28
C -0.505 4.044 -2.790 0.32 -0.13 -0.28
S -1.178 4.556 -1.355 -0.08 0.36 0.17
N -1.180 4.102 -3.962 -0.14 -0.08 0.13
C -2.615 4.310 -3.969 0.00 -0.01 0.00
C -0.506 4.426 -5.202 0.10 0.05 -0.19
H 1.376 1.598 -3.154 -0.03 -0.01 -0.06
H 1.931 2.703 -4.423 -0.04 -0.01 0.01
H 0.226 2.198 -4.367 0.14 -0.07 0.06
H 2.693 3.665 -2.136 0.11 0.00 -0.02
H 1.544 2.861 -1.051 0.03 0.07 -0.05
H 1.491 4.627 -1.241 0.05 -0.06 -0.05
H -3.065 3.789 -3.127 -0.01 0.04 -0.06
H -3.008 3.902 -4.900 -0.05 -0.01 -0.05
H -2.866 5.373 -3.909 -0.02 -0.01 0.04
H 0.552 4.606 -5.013 -0.11 0.03 -0.08
H -0.950 5.335 -5.617 0.04 -0.02 -0.01
H -0.603 3.626 -5.940 -0.01 0.02 -0.03
I -4.250 -3.926 -1.411 -0.19 0.00 -0.05
C -2.219 -3.838 -0.906 -0.04 -0.22 0.05
C -1.619 -4.956 -0.346 -0.03 0.06 -0.03
C -0.280 -4.843 -0.016 0.16 0.11 -0.01
C 0.375 -3.641 -0.247 -0.01 -0.29 0.07
C -0.330 -2.599 -0.818 0.19 0.03 0.08
N -1.612 -2.705 -1.152 -0.24 0.25 -0.17
H -2.178 -5.863 -0.180 -0.03 -0.06 0.02
H 0.245 -5.681 0.426 0.00 -0.01 0.01
H 1.409 -3.502 0.022 0.13 0.02 0.03
H 0.144 -1.643 -0.982 0.02 0.09 -0.02
```
Forces are in eV/Å.

Calculated values
LUMO level (hartree): 0.006
HOMO-LUMO gap (eV): 7.536
Energy (eV): -209382.6809
Relative energy (zero: lowest compared OMol25 entry of this formula, charge and spin) (kJ/mol): 91.2

***

Below is a molecular structure, C26H29Br2N2OPRh in a non-equilibrium geometry, with properties calculated with ωB97M-V/def2-TZVPD.

```
62
Properties=species:S:1:pos:R:3:forces:R:3
Rh 0.324 0.303 -0.279 0.18 1.19 0.45
O 0.370 -1.176 -2.800 -0.06 0.66 0.33
C 0.359 -0.090 -2.358 -0.09 -1.08 -0.85
C 0.383 1.303 -2.663 -0.05 1.01 -0.13
C 0.496 1.950 -3.899 0.00 -0.24 0.14
C 0.555 3.334 -3.871 0.05 -0.14 -0.20
C 0.468 4.038 -2.671 -0.13 -0.16 0.33
C 0.343 3.389 -1.442 -0.02 0.26 0.24
C 0.290 2.010 -1.437 0.21 -1.25 -0.14
P 1.925 1.445 1.312 1.30 0.05 0.86
C 2.299 0.321 2.703 -0.36 -0.11 -0.39
C 3.509 -0.345 2.876 -0.13 0.11 -0.04
C 3.670 -1.182 3.967 -0.08 -0.05 0.14
C 2.627 -1.378 4.865 -0.05 0.08 -0.05
C 1.418 -0.714 4.690 0.11 -0.09 0.07
C 1.255 0.140 3.617 0.18 0.08 -0.36
C 2.580 3.052 1.927 -0.45 -0.12 -0.43
C 1.720 4.108 2.200 -0.01 -0.01 -0.17
C 2.235 5.310 2.664 0.17 0.01 0.07
C 3.605 5.446 2.865 -0.32 0.01 0.03
C 4.460 4.386 2.600 0.00 -0.14 0.08
C 3.959 3.182 2.138 -0.18 -0.10 -0.05
H 0.540 1.397 -4.827 0.05 -0.04 -0.05
H 0.687 3.878 -4.796 -0.06 0.02 -0.04
H 0.491 5.118 -2.685 0.05 0.09 -0.03
H 0.281 3.978 -0.540 0.06 0.02 0.13
H 4.333 -0.217 2.189 0.00 0.04 -0.09
H 4.616 -1.682 4.112 0.05 -0.05 0.06
H 2.752 -2.035 5.711 0.06 -0.08 0.05
H 0.608 -0.866 5.387 -0.02 0.03 0.12
H 0.328 0.682 3.482 -0.12 0.05 0.06
H 0.656 4.000 2.045 -0.13 0.04 -0.01
H 1.568 6.136 2.863 -0.01 0.04 0.06
H 4.002 6.374 3.251 0.02 0.08 -0.05
H 5.524 4.480 2.764 0.00 0.05 0.01
H 4.648 2.368 1.958 -0.05 -0.02 -0.05
Br 1.279 -2.084 0.464 -0.72 -0.16 0.49
C 3.002 -2.358 -0.101 0.73 -0.09 -0.54
Br 3.468 0.970 -0.227 -0.52 -0.14 -0.07
H 3.185 -2.345 -1.158 -0.09 0.08 -0.21
H 3.693 -2.791 0.592 -0.02 -0.07 0.38
C -3.711 -2.192 0.263 0.27 -0.64 -0.64
C -2.223 -1.847 0.051 0.06 -0.26 -0.20
N -1.934 -0.513 0.597 0.78 0.25 -0.24
C -2.033 -0.579 2.059 0.07 0.04 0.33
C -3.362 -1.253 2.469 0.51 -0.02 0.80
N -4.249 -1.261 1.283 -0.57 -0.19 0.15
C -4.321 0.104 0.710 -0.11 0.89 -0.35
C -2.942 0.430 0.097 -0.12 0.28 -0.18
H -3.825 -3.223 0.600 -0.09 0.12 0.11
H -4.289 -2.077 -0.655 -0.05 0.08 0.12
H -1.980 -1.873 -1.014 -0.05 -0.01 0.10
H -1.583 -2.573 0.556 -0.05 0.03 -0.03
H -1.981 0.439 2.451 0.04 -0.09 -0.01
H -1.188 -1.147 2.454 -0.08 0.08 0.02
H -3.839 -0.708 3.284 -0.10 -0.04 -0.14
H -3.208 -2.281 2.800 -0.11 0.02 -0.13
H -5.189 -1.566 1.561 0.13 0.05 -0.04
H -4.585 0.804 1.504 -0.01 -0.17 0.04
H -5.104 0.148 -0.047 -0.01 -0.15 0.10
H -2.650 1.451 0.357 -0.07 -0.12 -0.03
H -2.972 0.355 -0.993 0.00 0.02 0.08
```
Forces are in eV/Å.

Calculated values
LUMO level (spin up / spin down) (hartree): -0.335 / -0.431
HOMO-LUMO gap (spin up / spin down) (eV): 7.422 / 4.811
Energy (eV): -184811.1098
Multiplicity: 5
Expectation value of S²: 6.034
Relative energy (zero: lowest compared OMol25 entry of this formula, charge and spin) (kJ/mol): 299.0
Net charge: +3

***

Below is a molecular structure, C26H29HoN7O2S in a non-equilibrium geometry, with properties calculated with ωB97M-V/def2-TZVPD.

```
66
Properties=species:S:1:pos:R:3:forces:R:3
Ho 0.477 -0.702 -0.364 0.40 0.44 -0.15
C -0.718 0.423 -3.210 0.83 0.73 -0.72
N -1.290 0.143 -1.875 1.05 -0.15 -0.59
C -2.414 -0.758 -2.051 -0.63 0.58 0.84
C -1.516 1.340 -1.082 -1.24 -0.39 -0.66
C -2.813 1.741 -0.746 -0.26 0.05 0.47
C -3.027 2.809 0.117 0.36 -0.23 -1.10
C -1.912 3.538 0.504 -0.89 0.18 0.60
C -0.652 3.174 0.134 0.60 -0.30 -0.44
C -0.398 2.058 -0.672 0.48 0.01 0.67
N 0.830 1.431 -0.864 0.03 -0.68 0.21
C 2.058 1.955 -1.207 -0.88 0.94 0.21
C 2.275 3.311 -1.451 -0.62 0.37 -0.18
C 3.466 3.758 -1.977 -0.50 0.90 0.38
C 4.533 2.914 -2.065 -0.11 -0.82 -0.75
C 4.331 1.560 -1.854 0.87 -0.66 -0.13
C 3.109 1.077 -1.434 -0.18 -1.08 0.22
N 2.791 -0.379 -1.266 0.15 1.14 -0.11
C 3.490 -0.975 -0.116 0.38 1.04 -0.27
C 3.088 -1.135 -2.487 0.42 -0.88 0.43
H -1.358 1.012 -3.892 -0.28 -0.19 0.59
H -0.530 -0.515 -3.730 0.06 -0.17 0.10
H 0.232 0.992 -3.164 -0.53 -0.43 0.30
H -3.177 -0.296 -2.658 -0.35 0.02 -0.52
H -2.861 -0.922 -1.083 -0.17 -0.37 0.35
H -2.104 -1.693 -2.479 0.21 -0.36 -0.25
H -3.681 1.208 -1.110 0.13 -0.12 -0.04
H -4.034 3.100 0.384 0.08 -0.02 0.09
H -2.063 4.357 1.186 0.17 0.35 0.06
H 0.192 3.694 0.504 0.63 0.57 0.39
H 1.466 4.024 -1.305 0.07 -0.24 -0.16
H 3.527 4.777 -2.343 0.16 0.01 0.32
H 5.439 3.248 -2.502 0.82 0.22 -0.16
H 5.161 0.893 -2.127 -0.42 0.06 0.39
H 4.563 -0.809 -0.212 0.14 0.14 0.25
H 3.348 -2.026 -0.178 -0.30 -1.03 0.39
H 3.116 -0.533 0.817 0.20 -0.24 -0.04
H 4.162 -1.408 -2.601 -0.54 0.14 0.29
H 2.836 -0.548 -3.339 -0.43 0.33 -0.65
H 2.486 -2.059 -2.443 0.37 0.27 -0.36
N -4.677 1.722 4.533 0.11 -1.82 -0.30
C -3.777 0.836 3.954 0.04 0.86 -0.40
C -2.825 1.364 3.054 0.07 -0.52 0.43
C -1.811 0.568 2.523 -1.07 1.55 0.29
C -1.786 -0.772 2.820 0.06 -0.60 0.88
C -2.746 -1.314 3.694 0.29 -0.37 -0.10
C -3.772 -0.550 4.215 0.03 0.41 0.39
S -0.363 -1.673 2.350 1.42 0.47 1.49
O 0.615 -0.603 1.927 -0.05 0.30 -0.51
O 0.225 -2.509 3.367 -1.10 0.23 -0.61
N -0.722 -2.335 0.984 -0.64 -0.63 -1.12
C 0.011 -3.405 0.534 -0.16 -1.07 -0.91
N 0.811 -3.155 -0.540 -0.22 0.75 0.39
C 1.596 -4.142 -0.952 0.74 -1.13 0.05
C 1.667 -5.356 -0.291 0.51 -0.21 -0.63
C 0.704 -5.553 0.682 0.25 -0.53 -0.40
N -0.164 -4.634 1.008 -0.45 1.03 1.30
H -4.518 2.685 4.425 0.33 1.12 -0.21
H -5.103 1.481 5.402 -0.19 -0.25 0.25
H -2.823 2.436 2.876 0.04 -0.22 -0.04
H -1.054 1.101 1.970 0.19 -0.28 -0.21
H -2.611 -2.340 4.023 -0.22 0.01 -0.16
H -4.511 -0.955 4.922 0.49 0.03 -0.43
H 2.234 -4.013 -1.819 -0.11 0.38 -0.04
H 2.376 -6.151 -0.584 -0.55 0.68 0.16
H 0.598 -6.510 1.160 -0.08 -0.29 0.17
```
Forces are in eV/Å.

Calculated values
LUMO level (spin up / spin down) (hartree): -0.101 / -0.099
HOMO-LUMO gap (spin up / spin down) (eV): 7.226 / 7.288
Energy (eV): -78588.6888
Multiplicity: 5
Expectation value of S²: 6.004
Net charge: +1